A 8-piece molecular cluster, C38H43F12NO8 overall in a non-equilibrium geometry, computed with ωB97M-V/def2-TZVPD.

The total energy comes out at -3328.49296 a.u. As for the charge: +1. The frontier orbital gap (alpha / beta) is 0.2614 / 0.1102 Ha. The lowest unoccupied orbital energy (alpha / beta) is -3.263 / -7.377 eV. The multiplicity is 2. The HOMO energy (alpha / beta) is -10.4 / -10.4 eV.

Geometry as XYZ:
```
102
Properties=species:S:1:pos:R:3:forces:R:3
N -4.51226 -2.59647 -4.61581 -0.5 1.5 2.9
C -5.56501 -2.37495 -3.70921 0.1 -1.3 -1.6
C -5.22317 -1.43842 -2.75497 2.7 1.0 0.5
C -3.89154 -1.04936 -3.04277 -2.1 0.2 1.9
C -3.45671 -1.81753 -4.10216 -0.7 -1.4 -3.0
H -4.51248 -3.21480 -5.41442 0.1 0.0 0.2
H -6.51645 -2.88598 -3.70974 0.1 -0.3 -0.5
H -5.76974 -1.16121 -1.86570 -0.2 0.2 -0.3
H -3.35571 -0.31562 -2.45891 0.4 -0.2 -0.2
H -2.54117 -1.83541 -4.67475 0.3 0.1 0.4
C -0.37112 5.29559 1.88094 -1.0 0.3 0.3
C -1.72170 4.80788 1.90055 0.4 1.0 0.0
C -2.68534 5.45373 1.12665 1.3 0.5 -0.6
C -2.28364 6.54244 0.34590 -0.4 1.1 0.8
C -1.01068 7.10188 0.37751 -0.3 -1.7 0.6
C -0.03981 6.44340 1.17581 -1.0 0.7 -1.8
H 0.42802 4.90307 2.49225 -0.3 -0.5 0.1
H -2.08263 4.08310 2.61528 0.5 -0.5 -0.1
H -3.73576 5.22411 1.02513 0.0 -0.5 0.6
H -3.08897 7.15703 -0.02840 -0.1 -0.1 -0.8
H -0.81445 7.96848 -0.23642 0.3 0.1 0.2
H 0.94150 6.88051 1.06466 0.4 -0.4 0.7
C 1.44295 0.44277 -0.55956 1.3 -0.2 -1.3
C 0.23303 -0.18700 -0.49525 -1.8 0.6 1.2
C -0.89920 0.61124 -0.28326 0.3 0.8 -0.8
C -0.75575 2.00260 -0.26772 0.4 -0.1 0.1
C 0.50080 2.62510 -0.33624 0.1 -0.8 -1.1
C 1.63497 1.83172 -0.60732 -1.3 -0.5 1.8
H 2.26746 -0.22845 -0.74944 0.5 0.2 0.2
H 0.12402 -1.25932 -0.42707 0.3 0.0 -0.3
H -1.90607 0.22443 -0.22860 -0.1 -0.4 0.2
H -1.63615 2.62604 -0.21651 -0.1 0.1 0.3
H 0.51901 3.70469 -0.31324 0.3 0.1 0.1
H 2.65151 2.19111 -0.54501 0.0 0.3 -0.4
C 4.61312 -3.26192 2.38515 -1.8 1.5 -0.3
C 4.49238 -1.86300 2.29109 -0.7 -0.3 0.0
C 3.21899 -1.22937 2.23400 1.6 -1.8 -0.2
C 2.07466 -2.03955 2.17458 0.5 1.7 0.4
C 2.15627 -3.41575 2.26552 0.7 -0.5 -0.3
C 3.41345 -4.00944 2.33285 1.7 0.1 0.5
H 5.60214 -3.66600 2.54320 -0.1 -0.4 -0.2
H 5.41020 -1.29535 2.24874 -0.1 0.3 0.2
H 3.19470 -0.14976 2.25070 -0.3 0.0 -0.2
H 1.18857 -1.42465 2.11862 -0.7 -0.6 0.0
H 1.31456 -4.09245 2.26298 -0.3 0.3 -0.1
H 3.58448 -5.07271 2.41407 -0.6 -0.3 0.0
C 5.33425 -6.09823 -3.95089 0.1 -0.7 0.0
C 4.32411 -5.21632 -4.69607 1.5 -2.8 -0.5
O 4.01719 -4.17705 -3.84878 -2.7 1.4 1.6
C 2.87070 -4.27461 -3.10540 -1.2 -1.6 -0.7
O 1.92319 -5.07351 -3.21117 3.2 2.4 0.1
C 2.89291 -3.14743 -2.01749 -0.2 -0.6 -1.1
F 1.88628 -2.29332 -2.31751 0.4 0.0 0.3
F 2.69973 -3.63225 -0.80682 -0.3 -0.1 0.2
F 4.05887 -2.52455 -2.04028 -0.1 0.6 0.2
H 6.02890 -6.54405 -4.66281 -0.1 -0.2 0.1
H 4.80791 -6.88924 -3.41671 0.1 -0.1 -0.1
H 5.94024 -5.60212 -3.19276 -0.1 0.5 -0.3
H 3.48056 -5.86562 -4.93046 -0.3 0.5 -0.1
H 4.81761 -4.93284 -5.62569 -0.5 0.9 0.1
C -3.64137 -4.99038 2.32224 -0.3 1.5 1.2
C -4.29579 -4.98188 0.96679 0.3 -1.0 1.4
O -3.11115 -4.88421 0.20223 1.4 2.3 -4.5
C -2.78460 -3.66343 -0.41308 -3.6 1.1 3.2
O -3.31798 -2.58062 -0.04421 2.3 -3.8 -2.1
C -1.72949 -3.85002 -1.55152 -0.9 -0.1 1.4
F -0.80440 -4.67105 -1.06826 0.2 0.6 -0.9
F -2.30926 -4.40487 -2.65759 0.6 0.6 0.7
F -1.25788 -2.63241 -1.84972 0.2 -0.9 -0.4
H -2.79339 -5.66101 2.46114 -0.7 -0.9 -0.3
H -4.36600 -4.99280 3.13649 0.3 -0.2 0.2
H -3.07974 -4.05635 2.33829 -0.4 0.5 0.5
H -5.05811 -4.22348 0.78849 0.5 0.4 0.1
H -4.77702 -5.94160 0.77847 0.3 -0.1 -0.5
C 5.77741 5.33849 6.19973 -0.1 -0.7 0.9
C 5.77120 3.90689 5.60418 1.7 0.7 0.0
O 4.72588 3.95570 4.70101 -3.3 -0.3 -2.3
C 4.30361 2.88508 4.02852 1.3 -0.9 1.5
O 4.73878 1.77035 4.15609 -0.1 0.3 -0.2
C 3.17784 3.13403 3.03789 -0.6 0.6 -0.6
F 3.68723 3.15178 1.79491 0.1 -0.5 0.0
F 2.20214 2.23076 3.12200 0.5 -0.7 -0.1
F 2.57056 4.29170 3.19130 -0.1 1.3 0.5
H 6.77373 5.77940 6.16738 -0.2 0.1 -0.1
H 5.42951 5.36925 7.23226 0.3 -0.3 0.2
H 5.01979 5.94661 5.70548 0.5 0.0 -0.5
H 5.71696 3.03184 6.25182 -0.3 0.3 0.3
H 6.63538 3.74301 4.96041 0.5 0.1 0.4
C -3.20516 3.60179 -3.48193 0.8 -0.2 -0.5
C -4.22352 2.58568 -3.04135 -1.7 2.6 0.5
O -4.21092 2.73237 -1.56766 -1.4 -1.5 1.3
C -5.22937 2.12212 -0.82966 2.1 -0.7 -1.7
O -6.07415 1.44000 -1.33554 -0.2 0.4 0.3
C -4.99422 2.08913 0.73986 1.0 0.6 -1.5
F -3.71665 2.37836 1.02439 -0.3 0.0 0.0
F -5.78722 2.93055 1.33884 -0.7 1.1 0.5
F -5.26370 0.89443 1.19474 -0.1 -1.1 0.1
H -2.44199 3.62152 -2.70393 0.6 0.0 -0.6
H -3.56183 4.62148 -3.62734 -0.5 -0.1 0.6
H -2.86517 3.36239 -4.48950 0.6 -0.3 0.2
H -4.18916 1.59410 -3.49268 0.4 -0.1 0.8
H -5.15451 3.06000 -3.35184 -0.5 -0.7 0.0
```
Positions in Å, forces in eV/Å.

=====

C38H44AsBeN4PS2Te as an isolated structure, computed with ωB97M-V/def2-TZVPD.

The total energy comes out at -5349.75134 a.u. The frontier orbital gap is 0.2685 Ha. The lowest unoccupied orbital energy is -0.077 eV. The multiplicity is 1. The HOMO energy is -7.4 eV.

Geometry as XYZ:
```
92
Properties=species:S:1:pos:R:3:forces:R:3
Be -1.83814 -2.94969 0.37197 0.0 0.3 0.2
S -0.15849 -3.21490 1.32771 -0.3 0.0 -0.1
C 0.39195 -4.82399 0.81928 0.0 0.0 0.0
S -0.44718 -5.78911 -0.31145 0.3 -0.2 0.0
C 1.57798 -5.24495 1.37951 -0.1 0.1 -0.1
C 2.33810 -4.42639 2.25970 0.1 0.1 0.2
N 2.97102 -3.78040 2.97445 0.0 0.0 0.0
C 2.11285 -6.53414 1.09921 0.0 -0.2 -0.1
N 2.54104 -7.58466 0.90120 0.0 0.1 0.0
C -3.81103 1.66347 0.14369 -0.1 -0.1 0.0
C -4.74557 0.45580 0.14788 0.2 0.1 -0.1
N -4.60898 -0.38322 1.33732 0.0 0.1 0.0
C -5.52879 -0.11285 2.44338 0.1 0.1 0.2
C -5.07292 1.02626 3.35554 -0.1 -0.1 -0.1
C -3.63379 -1.29672 1.44587 0.0 -0.3 0.0
C -3.54448 -2.10408 2.70834 0.0 0.0 0.0
N -2.77264 -1.57782 0.50303 -0.2 0.1 0.0
H -3.86483 2.16128 -0.82366 0.0 0.0 0.0
H -2.78204 1.35530 0.32473 0.1 0.0 0.0
H -4.08969 2.37706 0.91743 0.0 0.0 0.0
H -4.58387 -0.15598 -0.74407 0.0 0.0 0.0
H -5.77970 0.79433 0.11137 0.0 -0.1 0.0
H -5.66295 -1.02051 3.02591 0.0 0.0 -0.1
H -6.49726 0.13119 2.00771 0.0 -0.1 0.0
H -4.03396 0.89074 3.65737 0.0 0.0 0.0
H -5.69628 1.05290 4.24949 0.0 0.0 0.0
H -5.15987 1.98982 2.85579 0.0 0.0 0.0
H -4.41857 -2.74791 2.81841 0.0 0.0 0.0
H -3.47825 -1.46043 3.58459 0.0 0.0 0.0
H -2.64829 -2.72070 2.67508 0.0 0.0 0.1
H -2.82109 -0.99036 -0.32269 0.0 0.0 0.0
C 0.49256 2.12899 -0.04622 -0.2 -0.1 -0.1
C 1.47003 2.52053 -1.14607 -0.1 0.1 0.0
As 2.20601 4.32639 -0.80015 0.0 -0.2 0.0
C 3.14176 3.80605 0.84140 0.0 0.1 0.0
C 4.07362 2.77162 0.85207 0.0 0.0 -0.1
C 4.68304 2.38598 2.03516 0.0 0.0 0.0
C 4.36904 3.03530 3.22197 0.0 0.0 0.0
C 3.44662 4.07054 3.22215 0.0 0.0 0.0
C 2.83481 4.45160 2.03533 -0.1 0.0 -0.1
C 3.75683 4.23319 -1.98911 0.0 0.1 0.0
C 4.82514 5.08897 -1.72505 -0.1 0.0 0.0
C 5.94150 5.10291 -2.54444 0.0 0.0 0.0
C 6.00075 4.26444 -3.64994 0.0 0.0 0.0
C 4.94006 3.41684 -3.92723 0.0 0.0 0.0
C 3.82297 3.40328 -3.10210 -0.1 -0.1 0.1
P -0.07778 0.34499 0.02192 0.6 0.4 -0.2
C 1.58190 -0.43285 -0.06249 -0.2 0.0 0.0
C 2.26276 -0.72648 -1.24246 0.1 0.0 0.1
C 3.56450 -1.20447 -1.19133 0.0 0.0 -0.1
C 4.19315 -1.39335 0.03102 0.0 0.0 0.0
C 3.51577 -1.11806 1.20897 0.0 0.0 0.0
C 2.21523 -0.64185 1.16038 0.0 0.0 -0.1
C -0.72551 0.07461 -1.67465 -0.1 -0.1 0.2
C -0.78348 -1.24039 -2.15004 0.0 0.0 0.0
C -1.36574 -1.53562 -3.37290 0.0 0.0 0.0
C -1.91355 -0.51713 -4.14153 0.0 0.0 -0.1
C -1.88097 0.78865 -3.67498 0.0 0.0 0.0
C -1.29686 1.08269 -2.44945 0.0 -0.1 0.0
H -0.39899 2.76461 -0.06863 0.0 0.0 0.1
H 0.95778 2.28488 0.93168 -0.1 0.0 0.0
H 0.99037 2.51614 -2.12527 0.0 0.0 0.0
H 2.30412 1.82362 -1.17844 0.1 0.0 0.0
H 4.32589 2.26038 -0.07130 0.0 0.0 0.0
H 5.40267 1.57716 2.03148 0.0 0.0 0.0
H 4.84445 2.73313 4.14659 0.0 0.0 0.0
H 3.20548 4.58333 4.14484 0.0 0.0 0.0
H 2.10936 5.25774 2.03059 0.0 0.0 0.0
H 4.78214 5.74168 -0.85941 0.0 0.0 0.0
H 6.76593 5.76912 -2.32372 0.0 0.0 0.0
H 6.87152 4.27322 -4.29294 0.0 0.0 0.0
H 4.98111 2.76239 -4.78899 0.0 0.0 0.0
H 3.00273 2.73269 -3.33167 0.0 0.0 0.0
H 1.78522 -0.58535 -2.20316 0.0 0.0 0.0
H 4.08669 -1.43072 -2.11288 0.0 0.0 0.0
H 5.20715 -1.77115 0.06499 0.0 0.0 0.0
H 3.98581 -1.30440 2.16491 0.0 0.0 0.0
H 1.67365 -0.45751 2.08157 0.0 0.0 0.0
H -0.33713 -2.03577 -1.55649 0.0 0.0 -0.1
H -1.38069 -2.55810 -3.73017 0.0 0.0 0.0
H -2.35834 -0.73921 -5.10299 0.0 0.0 0.0
H -2.30727 1.58785 -4.26888 0.0 0.0 0.0
H -1.29064 2.10804 -2.10224 0.0 0.0 0.0
C -4.97593 -3.74459 -0.83502 0.1 0.0 0.0
Te -2.94989 -4.63652 -0.85999 -0.6 -0.1 0.1
C -3.62452 -5.88672 0.74829 0.0 -0.1 -0.1
H -5.27309 -3.43650 0.16924 0.1 0.0 0.0
H -5.68713 -4.48862 -1.19443 0.0 0.0 0.0
H -5.02724 -2.87879 -1.49756 0.1 0.0 0.0
H -4.56489 -6.33717 0.43691 0.0 0.1 0.0
H -3.77775 -5.29754 1.64887 0.0 0.1 0.0
H -2.87708 -6.65412 0.91988 0.1 0.1 0.0
```
Positions in Å, forces in eV/Å.